1.
23
Properties=species:S:1:pos:R:3:mulliken_charge:R:1 method="wB97M-V/def2-TZVPD" de_lowest_ev=0.753 smiles=CNCCCS.O.O e_tot_ev=-20811.1210 homo_ev=-8.79 gap_ev=9.380
C -0.87 -2.02 -0.89 -0.80
N -1.21 -1.57 0.48 -0.35
C -0.60 -0.29 0.93 0.18
C -1.42 0.93 0.62 -0.46
C -1.25 1.46 -0.79 -0.65
S 0.23 2.51 -0.99 -0.19
H -0.71 -3.09 -0.87 0.28
H 0.04 -1.53 -1.22 0.23
H -1.69 -1.83 -1.58 0.29
H -2.21 -1.53 0.58 0.28
H 0.37 -0.28 0.45 -0.48
H -0.42 -0.41 1.99 0.27
H -1.26 1.74 1.33 0.37
H -2.49 0.75 0.83 0.33
H -2.09 2.09 -1.08 0.34
H -1.17 0.63 -1.49 0.22
H 1.08 1.56 -1.41 0.09
O 2.63 0.55 1.92 -0.66
H 1.91 0.03 2.31 0.35
H 2.24 0.87 1.09 0.35
O 2.69 -0.08 -1.03 -0.60
H 2.69 -0.83 -0.43 0.32
H 3.52 0.34 -0.77 0.30

2.
77
Properties=species:S:1:pos:R:3:mulliken_charge:R:1 method="wB97M-V/def2-TZVPD" de_lowest_ev=0.000 e_tot_ev=-65072.9673 homo_ev="-10.91 / -10.91" gap_ev="5.781 / 5.781" total_charge=+1
Al 0.10 0.28 -1.26 -0.81
C 0.55 0.10 1.62 0.57
C 1.37 0.52 0.52 0.70
C -0.50 1.95 0.73 -0.32
C -0.57 0.96 1.71 0.87
C 0.72 1.74 -0.04 2.19
C 0.89 -0.93 2.62 -1.47
H 1.77 -1.49 2.34 0.35
H 0.02 -1.62 2.73 0.22
H 1.06 -0.48 3.61 0.41
C -1.57 0.93 2.81 -1.63
H -1.79 -0.10 3.11 0.29
H -2.49 1.41 2.49 0.37
H -1.19 1.48 3.69 0.33
C -1.38 3.14 0.63 -2.06
H -1.10 3.89 1.39 0.34
H -2.43 2.87 0.80 0.50
H -1.29 3.61 -0.35 0.37
C 1.44 2.82 -0.80 -1.60
H 2.03 3.47 -0.13 0.34
H 0.72 3.44 -1.33 0.43
H 2.12 2.37 -1.53 0.33
C 2.83 0.21 0.42 -1.60
H 3.40 0.82 1.14 0.35
H 3.22 0.42 -0.58 0.34
H 3.02 -0.84 0.64 0.38
C -0.91 -1.48 -1.60 0.18
C 0.22 -2.07 -1.02 -0.39
C 1.35 -2.65 -1.78 -1.20
C 1.91 -1.81 -2.97 -0.49
C 1.87 -0.33 -2.85 -1.08
C 0.78 0.49 -3.20 0.29
C -0.57 -0.04 -3.69 1.37
C -1.09 -1.38 -3.11 -1.38
H 1.08 -3.66 -2.15 0.49
H 1.43 -2.18 -3.90 -0.27
H 2.18 -2.83 -1.07 0.42
H -0.65 -2.23 -3.66 0.10
H -1.85 -1.49 -1.03 0.88
H 0.12 -2.43 0.01 0.54
H -2.18 -1.44 -3.32 0.69
H -1.36 0.73 -3.56 0.69
H 1.00 1.53 -3.49 1.27
H -0.49 -0.19 -4.80 -2.65
H 2.98 -2.09 -3.07 0.63
H 2.83 0.17 -2.69 0.75
P -0.79 -1.78 -6.28 1.17
P -0.66 1.35 -6.39 1.12
C -0.70 -1.01 -7.97 -0.89
C -1.18 0.45 -7.94 -1.24
H -1.36 -1.61 -8.61 0.51
H 0.33 -1.10 -8.33 0.44
H -0.75 1.03 -8.78 0.58
H -2.28 0.52 -8.00 0.39
C -1.45 2.97 -6.63 -1.34
H -0.97 3.68 -5.95 0.38
H -2.51 2.88 -6.36 0.38
H -1.36 3.30 -7.67 0.39
C 1.07 1.67 -6.87 -1.35
H 1.14 1.87 -7.95 0.46
H 1.70 0.81 -6.62 0.30
H 1.42 2.54 -6.30 0.37
C -2.54 -2.31 -6.33 -1.57
H -2.72 -3.01 -5.51 0.39
H -2.75 -2.80 -7.30 0.49
H -3.20 -1.43 -6.21 0.34
C 0.11 -3.35 -6.56 -1.40
H 0.98 -3.15 -7.19 0.37
H -0.54 -4.10 -7.04 0.43
H 0.45 -3.73 -5.58 0.33
F -4.68 -3.04 1.77 -0.27
C -3.40 -3.47 1.54 0.80
F -3.18 -4.55 2.34 -0.26
F -3.34 -3.90 0.24 -0.26
C -2.36 -2.32 1.77 0.41
O -1.55 -2.50 2.71 -0.78
O -2.49 -1.36 0.96 -0.73

3.
117
Properties=species:S:1:pos:R:3:mulliken_charge:R:1 method="wB97M-V/def2-TZVPD" de_lowest_ev=2.946 smiles=COC[C@H](C)N.COC[C@H](C)N.COC[C@H](C)N.COC[C@H](C)N.COC[C@H](C)N.COC[C@H](C)N.CCO.O.O e_tot_ev=-55555.3667 homo_ev=-8.55 gap_ev=8.682
C -1.06 3.19 -0.04 0.14
O 0.02 2.35 -0.02 -0.21
C -0.17 0.98 -0.32 0.04
C 1.05 0.11 0.06 0.55
C 0.96 -1.36 -0.14 -1.42
N 1.14 0.30 1.51 -0.50
H -1.81 2.76 0.63 0.04
H -1.38 3.21 -1.08 -0.12
H -0.97 4.20 0.37 -0.03
H -1.06 0.65 0.21 0.31
H -0.36 0.81 -1.39 -0.15
H 2.00 0.45 -0.35 0.12
H 0.66 -1.46 -1.19 0.34
H 0.13 -1.81 0.40 -0.10
H 1.82 -1.91 0.22 0.47
H 0.22 0.05 1.86 0.25
H 1.11 1.29 1.67 0.11
C 0.77 -4.60 -1.95 -0.79
O 0.96 -4.65 -0.53 -0.11
C 0.48 -5.86 0.16 -0.97
C -1.01 -5.92 -0.04 0.99
C -1.77 -4.84 0.64 -1.06
N -1.58 -7.15 0.65 -0.84
H 1.56 -4.00 -2.41 0.20
H -0.21 -4.12 -2.02 0.14
H 0.69 -5.63 -2.31 0.45
H 0.99 -6.69 -0.32 0.37
H 0.82 -5.78 1.18 0.27
H -1.33 -6.11 -1.06 0.21
H -2.83 -4.91 0.43 0.45
H -1.55 -3.81 0.35 -0.19
H -1.45 -4.85 1.68 0.37
H -1.67 -7.16 1.66 0.29
H -2.55 -7.07 0.38 0.26
C -1.58 3.94 -3.71 -0.13
O -0.77 4.06 -4.89 -0.42
C -0.71 2.88 -5.71 -0.50
C 0.68 2.34 -5.73 0.34
C 1.22 1.90 -4.34 -1.25
N 1.69 3.29 -6.23 -0.72
H -1.58 2.91 -3.35 -0.21
H -2.61 4.22 -3.94 0.29
H -1.14 4.60 -2.97 0.28
H -1.46 2.11 -5.49 0.16
H -0.93 3.43 -6.63 0.36
H 0.80 1.41 -6.28 0.41
H 2.30 1.88 -4.17 0.48
H 0.79 0.96 -3.99 0.28
H 0.84 2.50 -3.52 0.17
H 1.53 3.42 -7.21 0.25
H 1.54 4.11 -5.65 0.28
C -2.08 4.32 4.95 -0.67
O -1.37 5.41 4.34 -0.32
C 0.06 5.20 4.19 -0.05
C 0.66 6.44 3.44 0.39
C 0.07 6.76 2.00 -1.07
N 2.09 6.27 3.26 -0.75
H -2.12 3.35 4.44 0.14
H -3.14 4.53 4.82 0.31
H -1.88 4.16 6.01 0.33
H 0.68 4.93 5.04 0.39
H 0.13 4.36 3.50 -0.27
H 0.51 7.32 4.06 0.24
H -1.00 6.90 2.17 0.32
H 0.17 5.93 1.30 0.03
H 0.51 7.64 1.53 0.43
H 2.30 5.45 2.70 0.25
H 2.43 7.07 2.75 0.28
C -6.21 0.41 5.85 -0.85
O -5.09 0.73 5.02 -0.25
C -4.57 -0.47 4.44 -0.75
C -3.69 0.12 3.30 0.56
C -4.45 0.96 2.23 -1.41
N -2.91 -0.90 2.56 -0.48
H -6.09 -0.36 6.62 0.32
H -7.13 0.17 5.33 0.34
H -6.35 1.37 6.35 0.24
H -4.01 -1.06 5.17 0.40
H -5.38 -1.12 4.08 0.38
H -3.00 0.81 3.79 -0.02
H -5.31 0.43 1.82 0.39
H -3.76 1.38 1.50 0.22
H -4.88 1.79 2.80 0.40
H -3.50 -1.60 2.14 0.23
H -2.40 -1.45 3.24 0.27
C 4.78 -2.11 -0.94 -0.39
O 5.54 -3.00 -0.16 -0.42
C 5.38 -4.36 -0.49 -0.46
C 5.87 -4.77 -1.92 0.43
C 5.82 -6.34 -2.09 -1.28
N 7.19 -4.30 -2.05 -0.65
H 5.22 -1.89 -1.92 0.30
H 4.69 -1.14 -0.44 0.26
H 3.79 -2.50 -1.14 0.00
H 5.70 -4.97 0.36 0.40
H 4.30 -4.56 -0.44 0.07
H 5.24 -4.31 -2.68 0.26
H 5.69 -6.75 -3.09 0.34
H 4.86 -6.65 -1.67 0.29
H 6.58 -6.87 -1.51 0.32
H 7.23 -3.29 -2.03 0.28
H 7.80 -4.68 -1.33 0.27
C -2.58 0.02 -3.86 -0.72
C -3.09 -1.34 -3.56 -0.47
O -2.28 -1.83 -2.57 -0.35
H -1.55 -0.04 -4.20 0.21
H -2.29 0.50 -2.93 0.03
H -3.17 0.82 -4.30 0.46
H -3.08 -1.88 -4.51 0.29
H -4.10 -1.20 -3.16 0.38
H -2.82 -2.57 -2.28 0.19
O 3.48 1.40 3.71 -0.68
H 3.81 0.50 3.70 0.29
H 2.91 1.45 2.94 0.37
O 2.29 3.16 1.20 -0.58
H 2.82 2.60 0.63 0.26
H 1.39 3.03 0.90 0.42

4.
38
Properties=species:S:1:pos:R:3:mulliken_charge:R:1 method="wB97M-V/def2-TZVPD" de_lowest_ev=0.000 smiles="CC(=O)O[C@H]1Cc2ccccc2N(C(N)=O)c2ccccc21" e_tot_ev=-27013.0526 homo_ev=-8.86 gap_ev=9.583
C -4.32 -0.34 0.93 -1.11
C -3.40 -0.61 -0.24 0.81
O -3.75 -0.72 -1.38 -0.58
O -2.14 -0.70 0.17 -0.34
C -1.13 -0.90 -0.84 0.05
C -0.82 0.44 -1.51 -1.42
C -0.51 1.47 -0.47 0.81
C -1.39 2.48 -0.12 -0.80
C -1.06 3.39 0.87 -0.71
C 0.16 3.29 1.52 -0.81
C 1.04 2.28 1.19 -0.41
C 0.70 1.37 0.20 -0.18
N 1.60 0.33 -0.17 0.57
C 2.80 0.71 -0.73 0.45
N 3.57 -0.32 -1.22 -0.36
O 3.15 1.86 -0.81 -0.63
C 1.26 -1.00 0.16 0.13
C 2.21 -1.76 0.85 0.12
C 1.97 -3.06 1.22 -0.71
C 0.75 -3.65 0.91 -0.69
C -0.20 -2.90 0.24 -0.94
C 0.03 -1.58 -0.15 0.34
H -4.02 -0.95 1.78 0.32
H -4.22 0.70 1.21 0.25
H -5.34 -0.55 0.65 0.35
H -1.55 -1.58 -1.59 0.62
H -1.70 0.74 -2.09 0.55
H 0.02 0.31 -2.20 0.41
H -2.34 2.56 -0.64 0.49
H -1.75 4.17 1.13 0.40
H 0.42 4.00 2.29 0.39
H 2.00 2.20 1.68 0.47
H 3.17 -1.22 -1.41 0.20
H 4.36 -0.03 -1.78 0.28
H 3.15 -1.29 1.11 0.46
H 2.72 -3.62 1.76 0.40
H 0.54 -4.67 1.19 0.41
H -1.16 -3.35 0.00 0.44

5.
60
Properties=species:S:1:pos:R:3:mulliken_charge:R:1 method="wB97M-V/def2-TZVPD" e_tot_ev=-114901.7911 homo_ev=-12.00 gap_ev=8.312 total_charge=+1
C -4.24 -2.29 -1.09 -2.01
C -3.63 -1.60 0.08 -0.03
C -3.99 -0.39 0.59 1.37
S -3.03 -0.01 1.98 -0.08
C -2.19 -1.45 1.81 0.19
N -2.61 -2.18 0.79 0.33
C -1.96 -3.40 0.38 -1.38
H -1.44 -3.85 1.23 0.61
H -2.71 -4.11 0.01 0.46
C -0.99 -3.09 -0.79 0.64
O -1.40 -3.21 -1.92 -0.62
C 0.36 -2.61 -0.47 0.47
C 0.95 -2.68 0.80 -0.16
C 2.22 -2.19 1.00 -0.92
C 2.93 -1.63 -0.06 -0.15
C 2.37 -1.58 -1.33 -0.27
C 1.10 -2.06 -1.53 -0.60
H 0.64 -2.03 -2.50 0.48
H 2.93 -1.17 -2.15 0.46
Br 4.66 -0.93 0.24 -0.05
H 2.68 -2.25 1.98 0.49
H 0.45 -3.14 1.63 0.50
H -1.40 -1.75 2.46 0.41
C -4.91 0.62 0.00 -1.24
H -5.21 1.35 0.76 0.31
C -4.20 1.37 -1.15 -0.29
H -4.90 2.04 -1.64 0.47
H -3.78 0.65 -1.87 0.30
O -3.15 2.20 -0.66 -0.38
C -1.92 1.68 -0.51 -0.74
O -1.68 0.51 -0.71 -0.53
C -0.97 2.75 -0.07 0.02
C -0.11 3.26 -1.25 0.28
C 0.65 4.49 -0.77 -1.72
C 1.56 4.12 0.40 0.45
C 2.56 3.06 -0.06 -1.62
C 1.80 1.82 -0.53 0.85
C 0.87 2.18 -1.69 -1.57
H 1.46 2.55 -2.53 0.62
H 0.34 1.29 -2.02 0.34
C 0.96 1.26 0.62 -0.28
C -0.04 2.33 1.08 0.42
C 0.72 3.57 1.55 -1.79
H 0.02 4.33 1.90 0.51
H 1.37 3.30 2.39 0.54
H -0.65 1.93 1.91 0.52
H 1.60 0.99 1.46 0.69
H 0.43 0.37 0.29 -0.82
H 2.51 1.07 -0.86 0.08
H 3.17 3.45 -0.87 0.54
H 3.22 2.80 0.76 0.51
H 2.09 5.01 0.74 0.17
H 1.25 4.89 -1.60 0.55
H -0.05 5.27 -0.47 0.48
H -0.77 3.52 -2.08 0.46
H -1.60 3.59 0.27 1.06
H -5.81 0.14 -0.40 0.48
H -5.04 -1.68 -1.51 0.40
H -4.66 -3.25 -0.79 0.43
H -3.50 -2.47 -1.86 0.36

6.
13
Properties=species:S:1:pos:R:3:mulliken_charge:R:1 method="wB97M-V/def2-TZVPD" de_lowest_ev=5.325 e_tot_ev=-10279.4729 homo_ev="-8.52 / -8.52" gap_ev="9.036 / 9.035"
C 1.83 1.02 0.92 0.71
C 0.72 1.95 0.98 -0.88
C -0.44 -1.72 -1.23 -0.69
N 0.14 -0.60 -0.51 -0.31
N 0.96 -0.81 0.36 0.42
O 2.99 0.97 1.10 -0.34
O 1.47 -1.81 0.85 -0.64
H 0.37 2.13 -0.04 0.29
H 1.01 2.89 1.45 0.32
H -0.11 1.50 1.52 0.32
H -0.21 -1.57 -2.29 0.23
H -1.52 -1.70 -1.11 0.24
H -0.03 -2.67 -0.89 0.33

7.
16
Properties=species:S:1:pos:R:3:mulliken_charge:R:1 method="wB97M-V/def2-TZVPD" de_lowest_ev=1.595 smiles=CC.CC e_tot_ev=-4340.9335 homo_ev=-11.16 gap_ev=12.244
C -1.56 1.25 -1.84 -0.62
C -1.08 1.46 -0.44 -0.54
H -2.55 0.66 -1.68 0.20
H -1.68 2.35 -2.07 0.20
H -0.88 0.88 -2.69 0.27
H -0.23 2.21 -0.40 0.29
H -0.65 0.66 0.11 -0.18
H -1.81 1.71 0.19 0.40
C 0.85 -0.85 1.54 -0.74
C 1.72 -1.89 0.70 -0.81
H 1.32 0.13 1.33 0.19
H -0.22 -0.75 1.43 0.27
H 1.11 -1.15 2.60 0.29
H 2.07 -2.75 1.27 0.29
H 2.78 -1.44 0.31 0.22
H 1.18 -2.35 -0.10 0.28

8.
72
Properties=species:S:1:pos:R:3:mulliken_charge:R:1 method="wB97M-V/def2-TZVPD" de_lowest_ev=0.000 e_tot_ev=-114448.4808 homo_ev=-12.25 gap_ev=8.474 total_charge=+1
C 2.45 -3.81 0.79 -1.42
C 1.98 -3.64 -0.65 -0.67
C 1.85 -2.14 -1.01 0.96
C 2.84 -1.86 -2.15 -1.81
C 0.49 -1.67 -1.50 -0.14
C 0.49 -0.13 -1.47 -1.08
C 0.20 0.18 0.03 -0.06
C -0.66 -1.03 0.53 -0.84
N -0.76 -1.89 -0.68 0.54
C -1.35 -3.28 -0.58 -0.50
Br -1.00 -4.15 1.11 0.05
C -2.85 -3.27 -0.82 -0.76
C -3.65 -2.21 -0.06 -1.13
H 3.43 -3.35 0.88 0.40
H 1.78 -3.35 1.50 0.26
H 2.56 -4.86 1.06 0.39
H 1.09 -4.23 -0.86 0.26
H 2.76 -4.08 -1.25 0.51
H 2.18 -1.58 -0.14 -0.07
H 3.80 -2.29 -1.90 0.50
H 2.46 -2.33 -3.05 0.49
H 3.02 -0.80 -2.31 0.31
H 0.28 -1.93 -2.53 0.64
H 1.44 0.34 -1.67 0.15
H -0.31 0.36 -2.02 0.26
H -0.25 1.14 0.20 0.72
H 1.08 0.18 0.66 -0.27
H -0.14 -1.47 1.36 0.31
H -1.63 -0.62 0.77 0.19
H -1.47 -1.41 -1.23 0.33
H -0.90 -3.86 -1.36 0.50
H -3.07 -3.22 -1.89 0.36
H -3.21 -4.24 -0.50 0.54
H -3.31 -2.12 0.96 0.28
H -3.54 -1.24 -0.55 0.32
H -4.70 -2.45 -0.08 0.44
C 2.61 2.50 1.38 -0.20
C 2.39 3.64 2.04 -0.41
C 2.98 3.86 3.38 0.33
O 2.79 4.89 3.99 -0.53
C 3.82 2.78 3.95 -0.40
C 4.03 1.64 3.29 -0.48
C 3.43 1.42 1.95 0.55
O 3.61 0.38 1.34 -0.57
H 2.19 2.31 0.40 0.43
H 1.78 4.44 1.64 0.43
H 4.24 2.96 4.93 0.43
H 4.63 0.84 3.69 0.45
C -4.00 1.73 4.55 -0.36
C -3.09 2.26 3.74 -0.43
C -1.81 1.57 3.46 0.42
O -0.98 2.05 2.72 -0.48
C -1.58 0.26 4.12 -0.22
C -2.49 -0.28 4.93 -0.44
C -3.77 0.42 5.21 0.29
O -4.60 -0.08 5.94 -0.52
H -4.94 2.22 4.77 0.43
H -3.23 3.22 3.25 0.45
H -0.63 -0.22 3.91 0.47
H -2.34 -1.23 5.42 0.44
C 0.33 2.60 -6.29 -0.35
C 0.71 2.82 -5.03 -0.39
C -0.29 2.97 -3.94 0.48
O 0.05 3.17 -2.80 -0.58
C -1.73 2.86 -4.31 -0.34
C -2.10 2.63 -5.56 -0.36
C -1.11 2.48 -6.65 0.32
O -1.45 2.27 -7.79 -0.52
H 1.04 2.49 -7.10 0.42
H 1.75 2.91 -4.74 0.45
H -2.44 2.97 -3.50 0.46
H -3.14 2.55 -5.85 0.42

9.
8
Properties=species:S:1:pos:R:3:mulliken_charge:R:1 method="wB97M-V/def2-TZVPD" de_lowest_ev=2.247 e_tot_ev=-28647.9628 homo_ev=-8.52 gap_ev=8.018
C 1.41 -0.05 0.04 -0.14
N -1.08 -0.80 0.27 -0.40
F 1.61 0.52 1.18 -0.18
S -0.07 0.02 -0.78 0.25
Cl -1.17 1.95 -1.21 -0.36
H -1.01 -0.77 1.33 0.26
H 2.22 -0.17 -0.64 0.31
H -1.92 -0.70 -0.19 0.26

10.
61
Properties=species:S:1:pos:R:3:mulliken_charge:R:1 method="wB97M-V/def2-TZVPD" de_lowest_ev=2.008 spin_multiplicity=5 e_tot_ev=-74152.2545 s2=6.043 homo_ev="-17.61 / -18.02" gap_ev="9.214 / 5.771" total_charge=+3
C -2.14 -4.86 -1.99 -1.32
C -2.24 -3.45 -2.45 0.74
H -1.22 -5.24 -1.58 0.32
H -2.54 -5.32 -2.91 0.41
H -2.86 -4.98 -1.22 0.42
O -1.25 -2.76 -2.77 -0.41
Cl -3.46 -3.44 -3.79 -0.16
Pt -1.26 -0.53 -0.36 1.05
P -1.00 -0.13 -2.79 0.77
C 0.79 0.21 -2.82 -0.97
C -1.11 -0.97 -4.44 -1.36
H -0.79 -0.27 -5.23 0.56
H -1.57 1.73 -4.21 0.46
H -2.15 -1.32 -4.54 0.25
H -2.87 1.36 -3.04 0.38
H 1.32 -0.69 -2.50 0.35
H -0.43 -1.82 -4.37 0.46
C -1.78 1.47 -3.17 -1.02
H 1.09 0.45 -3.85 0.56
H -1.39 2.24 -2.50 0.22
H 1.04 1.05 -2.17 0.00
P -2.13 -1.84 1.26 0.66
C -0.66 -1.92 2.31 -1.15
C -3.43 -0.91 2.09 -1.19
H -3.55 -3.56 0.34 0.36
H -3.07 -3.83 2.07 0.58
H -1.90 -4.16 0.72 0.32
C -2.73 -3.53 1.07 -1.16
H -4.28 -0.74 1.41 0.40
H -3.73 -1.55 2.93 0.46
H -0.91 -2.63 3.11 0.54
H -0.46 -0.91 2.70 0.24
H -3.02 0.04 2.42 0.38
H 0.20 -2.25 1.72 0.34
Cl -2.06 1.40 0.13 -0.33
C 3.58 2.88 2.42 -0.91
N 3.28 1.59 1.85 0.04
N 2.17 1.35 1.14 1.02
C 2.21 0.02 0.73 0.16
O 1.28 -0.54 0.08 -0.53
C 3.44 -0.51 1.18 -0.72
C 4.09 0.50 1.86 0.47
C 5.41 0.53 2.52 -1.44
C 1.14 2.34 1.03 -0.73
C 1.13 3.18 -0.09 0.05
C 0.12 4.13 -0.24 -0.77
C -0.87 4.25 0.75 -0.51
C -0.76 3.51 1.94 -0.97
C 0.25 2.55 2.09 0.35
H 2.71 3.52 2.32 0.41
H 4.45 3.31 1.92 0.36
H 3.82 2.74 3.49 0.37
H 3.73 -1.52 1.00 0.54
H 6.11 1.24 2.06 0.36
H 5.37 0.80 3.59 0.38
H 5.77 -0.49 2.40 0.36
H 1.93 3.04 -0.82 0.61
H 0.07 4.73 -1.15 0.49
H -1.74 4.90 0.57 0.47
H -1.49 3.63 2.74 0.41
H 0.38 1.97 3.01 0.56